The following is a quantum chemistry calculation of a structure of composition C37H54BN6S3Ti, from OMol25.

XYZ file:
```
102
Properties=species:S:1:pos:R:3:lowdin_charge:R:1
Ti -2.8459 0.3898 0.5689 0.4956
C -0.5171 4.9535 -1.3082 -0.0502
C 0.2194 3.6755 -1.0702 -0.2323
C 1.5649 3.5601 -1.1805 0.0667
C 2.2015 2.3055 -0.9856 -0.1951
N 1.5227 1.2453 -0.6382 0.1882
N 0.1919 1.3714 -0.4438 0.0101
B -0.7342 0.1360 -0.1204 -0.5879
N -0.0013 -0.9440 0.8012 0.0019
N 1.1753 -0.6694 1.3599 0.1883
C 1.7038 -1.5443 2.1822 -0.1955
C 1.0984 -2.8009 2.3904 0.0723
C -0.1187 -3.0749 1.8408 -0.2330
C -0.8472 -4.3602 2.0650 -0.0447
C -0.7186 -2.0322 1.0912 -0.5430
S -2.3691 -2.0863 0.5984 0.8338
C 3.0157 -1.1673 2.8567 -0.5405
C 4.1564 -1.7191 1.9881 -0.0263
C 3.1220 0.3527 3.0003 -0.0463
C 3.1020 -1.7896 4.2542 -0.0501
N -1.0304 -0.5397 -1.5673 -0.0101
N 0.1164 -1.0296 -2.0550 0.1826
C 0.1326 -1.6636 -3.1983 -0.1851
C -1.0461 -1.7973 -3.9557 0.0794
C -2.2201 -1.2883 -3.4902 -0.2367
C -3.4891 -1.4210 -4.2708 -0.0660
C -2.2135 -0.6570 -2.2105 -0.5707
S -3.7691 -0.1803 -1.5797 0.7144
C 1.4918 -2.1765 -3.6527 -0.5420
C 2.2422 -2.7665 -2.4532 -0.0413
C 1.3567 -3.2389 -4.7421 -0.0530
C 2.2616 -0.9724 -4.2055 -0.0328
C -0.4855 2.4931 -0.6971 -0.5363
S -2.1937 2.4720 -0.6265 0.8443
C 3.7066 2.1997 -1.2034 -0.5401
C 4.0155 2.6037 -2.6526 -0.0307
C 4.2272 0.7905 -0.9398 -0.0449
C 4.4171 3.1669 -0.2440 -0.0329
H 0.1739 5.7448 -1.5922 0.0877
H -1.0585 5.2571 -0.4109 0.0862
H -1.2604 4.8311 -2.0969 0.0847
H 2.1598 4.4247 -1.4438 0.1259
H 1.5767 -3.5346 3.0256 0.1256
H -0.2113 -5.0777 2.5800 0.0883
H -1.1757 -4.7904 1.1183 0.0871
H -1.7471 -4.1896 2.6590 0.0826
H 4.0896 -1.3492 0.9643 0.0644
H 4.1249 -2.8106 1.9556 0.0898
H 5.1214 -1.4233 2.4029 0.0946
H 2.9423 0.8621 2.0577 0.0513
H 4.1178 0.6148 3.3623 0.0926
H 2.3921 0.7223 3.7237 0.0883
H 3.1854 -2.8766 4.2261 0.0775
H 2.2385 -1.5227 4.8672 0.0942
H 3.9941 -1.4159 4.7585 0.0935
H -1.0275 -2.3094 -4.9077 0.1226
H -3.2967 -1.9119 -5.2227 0.0874
H -3.9321 -0.4424 -4.4592 0.0863
H -4.2253 -2.0015 -3.7139 0.0828
H 1.7147 -3.6322 -2.0466 0.0903
H 2.3526 -2.0287 -1.6594 0.0610
H 3.2347 -3.0918 -2.7695 0.0912
H 0.7529 -4.0863 -4.4107 0.0957
H 2.3465 -3.6191 -4.9965 0.0930
H 0.9210 -2.8386 -5.6591 0.0824
H 2.3217 -0.1913 -3.4506 0.0570
H 1.7690 -0.5594 -5.0891 0.0942
H 3.2734 -1.2687 -4.4880 0.0963
H 3.5288 1.9347 -3.3624 0.0797
H 5.0916 2.5545 -2.8244 0.0938
H 3.6925 3.6226 -2.8716 0.0814
H 3.6774 0.0331 -1.4935 0.0638
H 4.1550 0.5442 0.1166 0.0539
H 5.2789 0.7399 -1.2270 0.0975
H 4.1702 4.2106 -0.4429 0.0815
H 5.4974 3.0618 -0.3551 0.0942
H 4.1625 2.9459 0.7943 0.0867
C -3.3142 1.9576 2.2154 -0.3167
C -4.5187 1.6792 1.5150 -0.3015
C -4.8527 0.3220 1.7534 -0.2918
C -3.8658 -0.2397 2.5993 -0.3062
C -2.8858 0.7645 2.8515 -0.2759
C -1.6638 0.6344 3.7130 -0.0080
C -3.9781 -1.5642 3.2813 -0.0502
C -6.0672 -0.3903 1.2405 -0.0172
C -5.3381 2.6454 0.7117 -0.0248
C -2.6645 3.2898 2.4217 -0.0411
H -1.8222 1.1069 4.6856 0.0975
H -0.7918 1.1080 3.2577 0.0793
H -1.4133 -0.4117 3.8919 0.0747
H -4.6736 -1.4712 4.1192 0.1017
H -3.0208 -1.8996 3.6784 0.0690
H -4.3508 -2.3424 2.6176 0.0616
H -6.8615 -0.3769 1.9910 0.0992
H -5.8557 -1.4339 1.0053 0.0837
H -6.4593 0.0818 0.3398 0.0796
H -6.3065 2.8075 1.1889 0.0983
H -5.5315 2.2869 -0.3015 0.0798
H -4.8423 3.6103 0.6270 0.0720
H -2.9161 3.6581 3.4196 0.1006
H -2.9937 4.0253 1.6929 0.0586
H -1.5771 3.2233 2.3592 0.0809
```

## Properties
Energy relative to the best compared isomer or geometry (same formula, charge and spin), eV: 0.7071
HOMO energy, eV: -10.0
Molecular weight, g mol⁻¹: 737.76
Calculated total energy, a.u.: -3839.67241
Total charge: +1
HOMO-LUMO gap, eV: 7.1


The following is a quantum chemistry calculation of a structure of composition C37H55BrF6Ge2N9ORbSSbSe, from OMol25.

XYZ file:
```
115
Properties=species:S:1:pos:R:3:lowdin_spin:R:1
Rb -0.7637 0.2174 1.4574 0.0000
C 3.6045 -4.9916 -1.1342 0.0000
C 2.8569 -3.8982 -2.0165 0.0000
N 3.5782 -2.7398 -1.8595 0.0001
C 3.3579 -2.1089 -0.6676 0.0004
C 4.2762 -1.7267 0.3292 0.0001
C 4.7961 -0.4091 0.5452 0.0000
C 5.8521 -0.3879 1.4489 0.0000
C 6.0414 -1.5762 2.2359 0.0000
C 5.3967 -2.7585 2.0663 0.0000
C 5.1455 -3.8088 3.4321 0.0000
N 3.7429 -4.1503 3.4445 0.0000
C 3.2481 -5.3915 3.1063 0.0000
C 2.6725 -5.2143 1.6130 0.0000
N 3.5983 -4.7489 0.4872 0.0000
N 4.5248 -2.7622 1.1297 0.0000
H 4.6585 -5.1211 -1.5024 0.0000
H 2.9346 -5.8361 -1.2402 0.0000
H 1.8284 -3.7194 -1.6033 0.0000
H 2.9209 -4.3054 -3.0164 0.0000
H 4.5934 -2.6891 -2.0495 0.0000
H 5.7198 -3.7562 4.4594 0.0000
H 2.1946 -1.8881 -0.5303 0.0000
H 4.3907 0.4306 -0.0490 0.0000
H 6.6685 0.2906 1.6482 0.0000
H 6.6916 -1.6057 3.0937 0.0000
H -1.5745 -1.9152 9.8946 0.0000
H 5.7540 -4.7167 3.1494 0.0000
H 3.2875 -3.7425 4.3019 0.0000
H 2.4555 -5.6921 3.7389 0.0000
H 3.9639 -6.0905 3.1460 0.0000
H 1.6666 -4.9145 1.6225 0.0000
H 2.1279 -6.1436 1.3308 0.0000
H 4.4186 -5.4937 0.3799 0.0000
C 4.3649 4.0713 -3.5961 0.0000
C 4.8270 5.2548 -2.8968 0.0000
Ge 0.8661 3.4756 -0.8537 0.0000
C 0.9133 5.0800 0.3688 0.0000
C 2.1637 5.8277 -0.1678 0.0000
C 0.1159 4.4888 -2.3313 0.0000
C -1.0733 4.1882 -2.8661 0.0000
Ge -2.3192 2.6023 -2.1580 0.0000
C -0.8326 1.6493 -8.1180 -0.0004
C -0.8871 0.2612 -8.4050 -0.0001
C -3.7815 3.2883 -1.2726 0.0000
C -4.2847 4.6407 -1.9125 0.0000
C -1.4515 4.8997 -4.1177 0.0000
C -2.5172 4.3930 -4.9432 0.0000
C -3.0810 5.2242 -5.8703 0.0000
C -2.6861 6.5606 -5.9600 0.0000
C -1.5215 6.9854 -5.3355 0.0000
C -0.8670 6.1549 -4.4503 0.0000
H 4.5175 2.9949 -3.2232 0.0000
H 4.2712 4.0024 -4.7842 0.0000
H 8.2931 7.0135 8.4925 1.0000
H 4.8824 6.3233 -3.2664 0.0000
H 4.9014 5.1987 -1.7770 0.0000
H 0.9392 4.7798 1.4328 0.0000
H -0.0542 5.5269 0.1308 0.0000
H 3.0300 5.1481 -0.1821 0.0000
H 2.3678 6.5520 0.6070 0.0000
H 1.9804 6.3296 -1.1139 0.0000
H 0.7027 5.3450 -2.6643 0.0000
H -0.1394 1.9974 -7.3436 0.0000
H -1.6826 2.2987 -8.2999 0.0000
H -1.0111 -0.4939 -7.5212 0.0000
H 0.1129 -0.0565 -8.6030 0.0000
H -1.3171 0.0611 -9.3790 0.0000
H -3.7126 3.4208 -0.1972 0.0000
H -4.4889 2.4857 -1.5278 0.0000
H -3.9161 5.0020 -2.8738 0.0000
H -4.0809 5.4547 -1.2024 0.0000
H -5.4011 4.4793 -1.8932 0.0000
H -2.8878 3.3831 -4.8054 0.0000
H -3.9413 4.8817 -6.4337 0.0000
H -3.2805 7.2023 -6.5814 0.0000
H -1.1243 7.9575 -5.5777 0.0000
H 0.0546 6.4894 -3.9703 0.0000
Br -4.8785 -0.4081 6.6756 0.0000
C -4.8141 -0.0589 4.7418 0.0000
C -5.9006 -0.2580 3.8353 0.0000
C -5.7248 -0.2249 2.4437 0.0000
C -4.4797 -0.0264 1.9616 0.0000
N -3.4764 -0.0650 2.7816 0.0000
C -3.6773 0.2926 4.0947 0.0000
H -6.8090 -0.5169 4.3560 0.0000
H -6.4867 -0.3835 1.6887 0.0000
H -4.4414 -0.0444 0.7386 0.0000
H -2.7840 0.6861 4.5895 0.0000
F 0.6886 2.7308 2.7899 0.0000
Sb 1.0541 2.6612 4.9157 0.0000
F 2.6722 1.5815 4.5985 0.0000
F 0.8906 4.8971 4.9871 0.0000
F 1.3270 2.1073 6.7812 0.0000
F -0.6266 1.6529 4.8795 0.0000
F -1.0606 -0.9860 9.7960 0.0000
C -2.1586 -5.8008 4.3176 0.0000
C -3.5604 -6.3545 4.3614 0.0000
C -4.0601 -6.1294 3.0023 0.0000
N -4.9618 -5.2476 2.4883 0.0000
N -5.1155 -5.4068 1.1348 0.0000
C -4.1163 -6.1219 0.5878 0.0000
N -4.3339 -6.4140 -0.7323 0.0000
S -3.3845 -7.1138 1.8534 0.0000
H -1.7447 -5.6394 5.3124 0.0000
H -2.2147 -4.8270 3.8721 0.0000
H -1.5298 -6.4988 3.7558 0.0000
H -4.1559 -5.7608 5.0673 0.0000
H -3.6049 -7.4258 4.6250 0.0000
H -5.2746 -6.1845 -1.0434 0.0000
H -3.6497 -6.8141 -1.3029 0.0000
Se -4.3012 -2.4458 -3.2406 0.0000
C -3.6830 -0.8483 -2.6767 0.0000
N -3.3277 0.1613 -2.2079 0.0000
O 0.1119 1.7758 -0.7779 0.0000
```

## Properties
Energy relative to the best compared isomer or geometry (same formula, charge and spin), eV: 1.8379
⟨S²⟩: 0.75
HOMO energy (spin up / spin down), eV: -0.3 / -0.3
Molecular weight, g mol⁻¹: 1299.28
Calculated total energy, a.u.: -12401.01619
Total charge: -2
2S+1: 2
HOMO-LUMO gap (spin up / spin down), eV: 1.5 / 1.5


The following is a quantum chemistry calculation of a structure of composition C37H55BrN2O2SiY, from OMol25.

XYZ file:
```
99
Properties=species:S:1:pos:R:3:lowdin_charge:R:1
Y 0.9681 0.7865 1.1439 1.1837
C -0.6025 3.7181 2.5156 -0.1793
N -0.4681 2.2674 2.5948 -0.0501
C -1.2886 1.6095 3.3357 -0.1022
C -1.2979 0.1827 3.3820 -0.3562
C -2.0500 -0.6629 4.2005 -0.0780
C -1.6658 -1.9641 3.8566 -0.1213
C -0.7016 -1.8274 2.8516 -0.2136
N -0.4781 -0.5388 2.5528 -0.0777
C -0.8230 4.4090 3.8438 -0.2278
C -1.8825 5.2875 4.0240 -0.0531
C -2.0759 5.9337 5.2406 -0.1002
C -1.2086 5.6971 6.2931 -0.1085
C -0.1489 4.8119 6.1251 -0.0810
C 0.0424 4.1726 4.9125 -0.0280
H -1.4157 3.9763 1.8293 0.1129
H 0.3087 4.1037 2.0505 0.1173
H -2.0179 2.1322 3.9644 0.1353
H -2.7642 -0.3563 4.9491 0.0866
H -2.0191 -2.8893 4.2846 0.0727
H -0.1455 -2.6080 2.3511 0.0850
H -2.5662 5.4648 3.2017 0.1055
H -2.9096 6.6139 5.3633 0.0943
H -1.3578 6.1933 7.2441 0.0932
H 0.5306 4.6165 6.9449 0.1006
H 0.8575 3.4715 4.7902 0.0936
C 3.4181 0.8095 -2.8478 -0.0116
C 2.2507 1.1786 -1.9605 -0.3864
O 2.1269 0.5524 -0.9034 -0.1371
C 1.3189 2.2312 -2.3819 -0.1016
C 1.4404 2.7670 -3.6781 -0.0638
C 0.5753 3.7134 -4.1702 -0.1184
C -0.4589 4.1648 -3.3330 -0.1053
C -0.6057 3.6774 -2.0630 -0.0223
C 0.2686 2.6852 -1.5260 -0.3590
O 0.0604 2.2486 -0.3353 -0.2148
H 4.0410 0.1094 -2.2964 0.0885
H 4.0031 1.6892 -3.1169 0.0847
H 3.0771 0.3433 -3.7747 0.0756
H 2.2384 2.4126 -4.3173 0.0974
H 0.6892 4.1022 -5.1730 0.0861
H -1.1553 4.9125 -3.6976 0.0949
H -1.4029 4.0196 -1.4147 0.1058
C 0.3307 -0.9617 -4.2012 -0.1052
C -1.0965 -1.4610 -3.9190 -0.6100
C -1.9697 -0.1990 -3.7881 -0.1009
C -1.5675 -2.2245 -5.1669 -0.0887
Si -1.1495 -2.5455 -2.3237 0.4753
Br -0.5081 -1.1344 -0.7288 0.7027
C 0.1814 -3.9296 -2.2636 -0.6180
C 1.5877 -3.3539 -2.5163 -0.1039
C 0.2216 -4.5997 -0.8784 -0.1049
C -0.0581 -5.0351 -3.3040 -0.0880
C -2.9009 -3.0958 -1.7472 -0.6219
C -3.8733 -1.9062 -1.6607 -0.1066
C -3.5312 -4.1345 -2.6881 -0.0898
C -2.8504 -3.7164 -0.3391 -0.1066
H 0.2757 -0.1980 -4.9830 0.0883
H 0.9884 -1.7495 -4.5648 0.0625
H 0.7892 -0.4968 -3.3302 0.0475
H -1.7427 0.4565 -4.6342 0.0843
H -1.7632 0.3683 -2.8805 0.0599
H -3.0341 -0.4154 -3.8296 0.0597
H -1.5086 -1.5580 -6.0345 0.0864
H -2.6026 -2.5585 -5.0922 0.0627
H -0.9460 -3.0925 -5.3890 0.0622
H 1.8093 -2.4790 -1.9034 0.0646
H 1.7512 -3.0974 -3.5614 0.0578
H 2.3198 -4.1251 -2.2596 0.0849
H 0.2883 -3.8831 -0.0599 0.0591
H 1.1139 -5.2308 -0.8331 0.0845
H -0.6350 -5.2477 -0.7014 0.0594
H -0.0429 -4.6625 -4.3285 0.0623
H -0.9981 -5.5638 -3.1493 0.0607
H 0.7433 -5.7774 -3.2211 0.0864
H -4.2012 -1.5634 -2.6393 0.0627
H -3.4618 -1.0584 -1.1137 0.0668
H -4.7667 -2.2400 -1.1242 0.0821
H -3.6632 -3.7613 -3.7035 0.0622
H -4.5262 -4.3952 -2.3105 0.0860
H -2.9588 -5.0602 -2.7388 0.0611
H -2.3500 -3.0814 0.3928 0.0561
H -2.3783 -4.6966 -0.3276 0.0572
H -3.8802 -3.8560 0.0043 0.0840
C 4.9178 1.5627 3.0484 -0.1129
C 3.6726 0.6947 3.3013 -0.7696
C 4.1212 -0.5534 4.0839 -0.1103
C 2.7220 1.4926 4.2036 -0.1287
C 2.9564 0.3167 2.0175 -0.2910
H 5.4523 1.8102 3.9753 0.0594
H 4.6267 2.4893 2.5496 0.0583
H 5.6073 1.0351 2.3845 0.0637
H 4.6264 -0.3001 5.0248 0.0598
H 4.8116 -1.1447 3.4758 0.0645
H 3.2565 -1.1823 4.3044 0.0647
H 3.1889 1.7971 5.1493 0.0714
H 1.8305 0.9014 4.4336 0.0702
H 2.4059 2.4011 3.6795 0.0465
H 3.6629 -0.2182 1.3540 -0.0468
```

## Properties
Energy relative to the best compared isomer or geometry (same formula, charge and spin), eV: 0.0825
HOMO energy, eV: -1.5
Molecular weight, g mol⁻¹: 756.75
Calculated total energy, a.u.: -4604.84075
Total charge: -1
HOMO-LUMO gap, eV: 3.7